97
Properties=species:S:1:pos:R:3:forces:R:3:mulliken_charge:R:1 method="wB97M-V/def2-TZVPD" e_homo_ev=-8.3 homo_lumo_gap_ev=8.617 smiles="C=C[C@H](CCCCCCCCCCCCn1cccc1)O[C@H](CC(=O)Br)[C@@](CCOC(C)=O)(OCBr)S(=O)(=O)C(F)(F)F.CC(C)=O" energy_ha=-7751.67601
C 2.008828 -1.174162 1.640074 0.074 -0.283 0.237 -1.080
C 2.358330 -0.182537 0.830370 0.237 -0.293 0.111 -0.423
C 3.480455 0.757262 1.220525 -2.239 0.851 0.567 0.226
C 2.900156 2.156578 1.512730 0.636 -0.317 -0.554 -1.336
C 2.011622 2.693437 0.373405 -0.020 0.908 0.608 -0.835
C 0.544339 2.924039 0.782063 -0.660 -0.167 -0.725 -1.153
C -0.483051 2.199939 -0.129494 -0.010 -0.254 0.907 -0.769
C -1.589475 1.465809 0.664648 -0.021 0.481 -0.858 -0.739
C -2.879391 2.294343 0.815094 0.658 -0.388 0.679 -1.162
C -4.100116 1.386291 0.967803 -0.254 0.934 0.162 -0.674
C -5.435910 2.100529 0.684189 0.031 -0.198 -0.699 -0.927
C -6.434036 1.236862 -0.127791 -0.250 0.633 0.884 -0.479
C -7.603995 0.779496 0.736120 -0.109 -0.930 -0.294 -1.030
C -8.602764 -0.126893 -0.021040 0.504 0.157 0.341 -0.295
C -9.009073 -1.279542 0.898267 0.293 0.109 -1.001 -0.985
N -10.144449 -2.056136 0.420141 1.316 1.240 1.239 0.328
C -11.240204 -2.174031 1.190463 -1.009 -0.173 0.641 -0.225
C -12.137830 -2.957176 0.544045 -0.499 -0.356 -0.073 -0.640
C -11.530005 -3.315814 -0.662498 -1.023 -1.122 -1.138 -0.546
C -10.304885 -2.755575 -0.727736 0.622 0.220 -0.155 -0.359
O 4.434681 0.781210 0.177070 0.258 -0.336 -0.124 -0.282
C 5.724992 1.135514 0.619180 -0.170 0.494 -0.147 -1.216
C 6.141281 2.376027 -0.170262 0.673 0.468 -0.445 -0.893
C 7.221128 3.211865 0.501474 -0.373 0.474 1.477 0.278
O 7.043880 3.828583 1.509043 0.327 -0.543 -1.331 -0.458
Br 8.990910 3.230621 -0.370266 -0.383 0.011 0.074 -0.207
C 6.716326 -0.080091 0.473101 -0.790 -0.144 -0.026 1.012
C 5.894344 -1.369189 0.428610 0.563 -0.863 0.570 -0.877
C 6.669243 -2.685350 0.683170 -0.772 0.034 -0.345 -1.387
O 6.017130 -3.718691 -0.099319 0.566 0.343 -0.915 -0.415
C 6.899575 -4.405925 -0.909228 0.848 -1.529 0.936 0.781
C 6.871340 -4.166228 -2.397283 -0.690 0.270 0.061 -1.087
O 7.663202 -5.221537 -0.432109 -0.784 1.166 -0.461 -0.529
O 7.644304 0.147393 -0.555967 -0.103 -0.219 0.163 -0.305
C 7.541392 -0.589497 -1.722783 0.613 0.274 -0.418 -0.190
Br 5.997061 -0.130089 -2.850541 0.098 -0.219 0.156 -0.162
S 7.621570 -0.070337 2.093657 -0.709 0.802 1.504 1.388
O 7.965381 1.255553 2.497736 0.832 0.485 -1.119 -0.724
O 6.811263 -0.728849 3.071720 -0.425 -1.165 -0.311 -0.689
C 9.218153 -1.048875 2.004014 0.757 0.333 0.115 0.700
F 9.074674 -2.236430 2.555836 -0.281 -0.309 -0.172 -0.220
F 10.092687 -0.370528 2.728471 0.074 0.177 0.082 -0.232
F 9.706779 -1.170698 0.772479 -0.193 -0.165 -0.173 -0.202
H 1.587911 -2.110169 1.297296 -1.030 0.406 -0.016 0.310
H 2.182450 -1.096340 2.708486 0.869 -0.427 -0.027 0.295
H 1.794900 -0.038880 -0.082852 0.740 -0.307 -0.602 0.384
H 3.863555 0.339571 2.152438 0.582 0.053 -0.039 0.641
H 2.345262 2.072442 2.443668 -0.112 0.084 0.095 0.677
H 3.723403 2.854834 1.686405 0.036 -0.024 0.190 0.328
H 2.417679 3.667004 0.100190 0.086 0.016 -0.219 0.592
H 2.066577 2.091462 -0.529236 0.086 -0.197 0.011 0.486
H 0.304474 3.986936 0.756406 0.153 0.105 0.156 0.346
H 0.348220 2.594035 1.800368 0.250 -0.033 0.154 0.535
H -0.977578 2.895782 -0.804339 0.194 0.025 -0.257 0.530
H 0.043897 1.453902 -0.721441 0.037 0.017 -0.209 0.354
H -1.838664 0.581001 0.085538 -0.042 -0.230 0.173 0.380
H -1.192030 1.174162 1.634245 -0.077 -0.236 0.112 0.498
H -2.960478 2.982009 -0.026888 -0.235 -0.119 -0.169 0.612
H -2.758160 2.904934 1.714073 -0.213 0.285 -0.058 0.315
H -3.973246 0.558059 0.277724 -0.064 -0.225 0.081 0.435
H -4.126633 1.042003 2.000977 0.128 -0.493 -0.046 0.293
H -5.918341 2.427218 1.604150 0.040 0.065 0.106 0.549
H -5.236567 3.001760 0.103192 0.095 0.124 0.049 0.441
H -5.912035 0.352578 -0.488121 -0.052 -0.061 -0.321 0.310
H -6.825618 1.815958 -0.963996 0.059 -0.113 -0.232 0.339
H -7.184245 0.155712 1.531535 0.077 0.190 0.237 0.418
H -8.133400 1.601704 1.214050 0.095 0.187 -0.012 0.349
H -9.472802 0.430569 -0.359709 -0.108 -0.005 -0.071 0.364
H -8.072350 -0.516015 -0.891505 -0.241 -0.114 -0.189 0.332
H -8.132974 -1.919952 1.014045 -0.021 -0.145 0.148 0.265
H -9.251699 -0.865514 1.870140 -0.225 -0.129 0.171 0.356
H -11.372375 -1.745485 2.163338 0.437 0.334 0.158 0.297
H -13.102382 -3.269842 0.890010 -0.188 0.026 0.114 0.418
H -11.952815 -3.945889 -1.423617 -0.081 -0.076 -0.121 0.403
H -9.558990 -2.808169 -1.495112 0.218 0.081 -0.049 0.359
H 5.646534 1.444135 1.662409 0.233 -0.124 0.172 1.167
H 6.435677 2.178562 -1.194944 -0.026 -0.333 0.004 0.468
H 5.264365 3.016056 -0.223546 -0.112 0.095 0.192 0.256
H 5.320783 -1.508201 -0.480548 0.102 0.439 -0.234 0.620
H 5.169305 -1.298779 1.231074 -0.188 0.140 -0.007 0.618
H 6.556815 -2.969549 1.720573 0.394 -0.034 0.190 0.512
H 7.715778 -2.631891 0.387777 0.102 -0.059 0.185 0.546
H 6.869495 -5.134485 -2.885790 0.137 -0.065 -0.092 0.374
H 7.762880 -3.622598 -2.699126 0.224 -0.094 0.041 0.278
H 6.012622 -3.590891 -2.737732 -0.091 0.003 0.162 0.361
H 7.599159 -1.662168 -1.584256 -0.555 -0.115 0.138 0.129
H 8.392043 -0.309965 -2.329885 0.099 0.187 -0.003 0.477
C -4.718784 1.296439 -3.339585 0.123 0.124 0.197 -1.025
C -3.745523 0.213485 -2.944898 0.013 0.014 0.006 0.853
C -3.729710 -1.036686 -3.789457 0.183 -0.066 0.188 -1.252
O -3.010267 0.342751 -1.993147 -0.015 -0.008 -0.083 -0.470
H -4.625788 2.134258 -2.651078 0.007 -0.019 0.009 0.162
H -4.501206 1.643004 -4.351159 -0.126 -0.087 -0.058 0.469
H -5.740017 0.914951 -3.295948 -0.009 -0.010 -0.160 0.260
H -3.471452 -0.787957 -4.819827 -0.163 -0.016 -0.047 0.357
H -4.709515 -1.516388 -3.764837 -0.034 0.059 -0.155 0.336
H -2.987983 -1.728638 -3.396707 -0.001 0.016 0.011 0.312